one.
Density functional theory data (the ωB97M-V functional and the def2-TZVPD basis) for a single C3H6S2 molecule.

CARTESIAN COORDINATES (ANGSTROEM)
S -2.3779 -1.6536 0.6732
C -0.7374 -1.3272 0.7430
C -0.4062 -0.2173 -0.4634
C 0.6480 0.6856 0.3645
S 1.9562 1.5887 -0.7229
H 0.0087 -1.6068 1.4866
H -1.2923 0.2553 -0.8129
H -0.0424 -0.9425 -1.1883
H 0.1260 1.5633 0.8119
H 1.1407 0.1032 0.9520
H 0.9766 1.5512 -1.8438

HOMO level = -8.6 eV
HOMO-LUMO gap = 7.98 eV
Structure (SMILES) = S=CCCS
Lowest unoccupied orbital energy = -0.6549 eV
Net charge = 0

From a Mulliken analysis of the wavefunction, the atomic charges in e read:
1. S -0.216
2. C -0.200
3. C -0.634
4. C -0.650
5. S -0.249
6. H 0.298
7. H 0.442
8. H 0.355
9. H 0.328
10. H 0.382
11. H 0.145



two.
Density functional theory data (the ωB97M-V functional and the def2-TZVPD basis) for a single C3H6S2 molecule.

CARTESIAN COORDINATES (ANGSTROEM)
C 0.6773 0.9751 -0.2437
C -0.7977 0.8785 0.1308
S -1.4369 -0.7257 -0.3006
C 0.0705 -1.7246 0.0936
S 1.4857 -0.6724 -0.1942
H 0.7801 1.4000 -1.2288
H 1.2217 1.6190 0.4892
H -0.8357 1.0732 1.1953
H -1.1939 1.6882 -0.4702
H 0.0093 -2.5383 -0.5951
H 0.0197 -1.9731 1.1237

HOMO level = -8.7 eV
HOMO-LUMO gap = 9.64 eV
Structure (SMILES) = C1CSCS1
Lowest unoccupied orbital energy = 0.8992 eV
Net charge = 0

From a Mulliken analysis of the wavefunction, the atomic charges in e read:
1. C -0.536
2. C -0.510
3. S -0.139
4. C -0.565
5. S -0.161
6. H 0.293
7. H 0.305
8. H 0.289
9. H 0.334
10. H 0.365
11. H 0.326



two ends up most stable, edging out the next structure by 243.6 kJ/mol.



one.
Density functional theory data (the ωB97M-V functional and the def2-TZVPD basis) for 2 unconnected molecules or ions with the total composition C3H6S2.

CARTESIAN COORDINATES (ANGSTROEM)
S 1.4046 -1.7009 0.2673
C 1.3312 0.0633 0.1755
C 2.0555 1.1213 -0.0483
C 0.5174 1.2867 -0.1260
H 0.5153 -1.6108 1.2846
H 2.9732 1.4592 -0.3812
H -0.0766 1.8164 0.7408
H 0.0790 1.4974 -1.0465
S -3.1857 -1.1734 0.2016
H -2.9235 -0.3796 -0.9777
H -2.6904 -2.3796 -0.0902

HOMO level = -9.0 eV
HOMO-LUMO gap = 9.66 eV
Structure (SMILES) = SC1=CC1.S
Lowest unoccupied orbital energy = 0.6248 eV
Net charge = 0

From a Mulliken analysis of the wavefunction, the atomic charges in e read:
1. S -0.223
2. C -0.092
3. C -0.129
4. C -0.431
5. H 0.137
6. H 0.379
7. H 0.144
8. H 0.224
9. S -0.329
10. H 0.166
11. H 0.155



two.
Density functional theory data (the ωB97M-V functional and the def2-TZVPD basis) for 2 unconnected molecules or ions with the total composition C3H6S2.

CARTESIAN COORDINATES (ANGSTROEM)
C -1.5313 1.0296 0.6471
C -1.3014 0.2020 -0.1758
C -1.2416 -0.8427 -1.2010
S 2.6091 0.0319 1.3640
S 3.4785 1.2573 0.1189
H 1.4610 0.7015 1.7277
H -1.8925 1.8347 1.3239
H -2.0552 -0.7169 -1.9039
H -0.2042 -0.7714 -1.6619
H -1.2522 -1.8024 -0.6953
H 1.9298 -0.9237 0.4563

HOMO level = -8.3 eV
HOMO-LUMO gap = 8.52 eV
Lowest unoccupied orbital energy = 0.2039 eV
Net charge = 0

From a Mulliken analysis of the wavefunction, the atomic charges in e read:
1. C -0.280
2. C 0.122
3. C -1.000
4. S -0.077
5. S -0.359
6. H 0.227
7. H 0.348
8. H 0.289
9. H 0.256
10. H 0.286
11. H 0.189



one ends up most stable, edging out the next structure by 8.4 kJ/mol.



one.
Density functional theory data (the ωB97M-V functional and the def2-TZVPD basis) for 2 unconnected molecules or ions with the total composition C11H12NO2.

CARTESIAN COORDINATES (ANGSTROEM)
C -1.5193 4.0534 -0.2383
C -2.0577 3.0840 0.8371
O -1.5679 1.9146 0.7183
O -2.9330 3.4547 1.6078
H -0.4273 4.2661 -0.2737
H -1.9646 4.8903 -0.2975
H -1.2377 3.4155 -1.1867
C -1.4199 -3.0627 0.4787
C -1.3929 -0.6381 -0.1969
C 0.8447 -0.2180 -0.5492
C -0.7059 -1.8315 -0.0007
C 0.7346 -1.5718 -0.0825
C 2.0951 0.3689 -0.6782
C 3.1826 -0.5050 -0.3617
C 1.8975 -2.3093 -0.0002
C 3.1104 -1.7963 0.1471
N -0.4088 0.3128 -0.7118
H -0.5589 1.3022 -0.4746
H -2.4904 -0.4928 -0.3424
H 2.1790 1.3316 -0.7875
H -2.3704 -3.2348 -0.0247
H -1.8574 -2.8776 1.5901
H 4.1545 0.0474 -0.4584
H 1.5591 -3.3352 0.1307
H 3.9285 -2.5248 0.5317
H -0.7736 -4.0437 0.6233

HOMO level = -4.5 eV
HOMO-LUMO gap = 7.82 eV
Lowest unoccupied orbital energy = 3.3410 eV
Net charge = -1

From a Mulliken analysis of the wavefunction, the atomic charges in e read:
1. C -1.067
2. C 0.589
3. O -0.667
4. O -0.725
5. H 0.254
6. H 0.429
7. H 0.204
8. C -1.280
9. C -0.455
10. C -0.061
11. C 0.709
12. C 0.546
13. C -0.909
14. C -0.129
15. C -0.345
16. C -0.760
17. N -0.178
18. H 0.366
19. H 0.284
20. H 0.608
21. H 0.333
22. H 0.221
23. H 0.233
24. H 0.260
25. H 0.253
26. H 0.286



two.
Density functional theory data (the ωB97M-V functional and the def2-TZVPD basis) for 2 unconnected molecules or ions with the total composition C11H12NO2.

CARTESIAN COORDINATES (ANGSTROEM)
C 1.9267 0.9037 0.2779
C 0.4608 -0.8421 -1.0462
C 1.5419 -0.4885 -0.1547
C 0.1571 -2.1976 -0.8405
C 1.7530 -1.5925 0.6085
C -0.1400 -0.1824 -2.1246
C -1.1796 -0.7993 -2.7831
C -1.5873 -2.0921 -2.4447
C -0.8891 -2.8335 -1.5031
N 0.9997 -2.6727 0.1442
H 0.3050 0.7656 -2.4233
H -1.6365 -0.2267 -3.5830
H -2.3623 -2.5907 -3.0281
H 1.0124 1.2496 0.7595
H 2.0996 1.5896 -0.5467
H 2.4953 -1.7331 1.3715
H 0.7425 -3.4101 0.7770
H -1.1956 -3.8441 -1.2658
H 2.8837 0.9909 0.7987
C -0.0548 2.1526 3.1421
C -0.7809 2.8847 1.9832
O -0.8150 2.3183 0.8612
O -1.2470 4.0003 2.2900
H 0.5558 1.3191 2.7915
H -0.7621 1.7229 3.8562
H 0.5728 2.9058 3.6231

HOMO level = -4.0 eV
HOMO-LUMO gap = 7.15 eV
Lowest unoccupied orbital energy = 3.1462 eV
Net charge = -1

From a Mulliken analysis of the wavefunction, the atomic charges in e read:
1. C -0.987
2. C 1.042
3. C 0.280
4. C -0.322
5. C -0.631
6. C -0.232
7. C -0.639
8. C -0.388
9. C -0.658
10. N -0.161
11. H 0.309
12. H 0.333
13. H 0.326
14. H -0.128
15. H 0.372
16. H 0.426
17. H 0.241
18. H 0.355
19. H 0.456
20. C -0.724
21. C 0.540
22. O -0.679
23. O -0.753
24. H 0.196
25. H 0.246
26. H 0.181



three.
Density functional theory data (the ωB97M-V functional and the def2-TZVPD basis) for 2 unconnected molecules or ions with the total composition C11H12NO2.

CARTESIAN COORDINATES (ANGSTROEM)
C -1.8794 0.4476 -2.5221
C 0.4623 0.2449 -1.5777
C 0.3907 0.9696 0.5305
C -0.8892 0.4690 -1.3558
C -1.0051 0.8821 -0.0375
C 0.6023 1.1936 1.8887
C -0.5486 1.2694 2.6453
C -2.0865 1.1748 0.7894
C -1.8928 1.3757 2.1094
N 1.2585 0.6228 -0.5110
H 2.5925 -0.1821 -0.5426
H 0.8264 -0.2786 -2.5188
H 1.6437 1.2632 2.2663
H -2.0394 1.5082 -2.6741
H -2.7185 -0.1672 -2.4370
H -0.2789 1.5382 3.6474
H -3.0685 0.9603 0.1883
H -2.7250 1.7249 2.6581
H -1.2858 0.1423 -3.4398
C 1.1969 -2.0943 0.3674
C 2.6918 -2.2271 0.0666
O 3.2600 -1.0977 -0.3624
O 3.2821 -3.2783 -0.1737
H 0.8388 -3.0979 0.5821
H 0.5989 -2.0045 -0.6191
H 0.7726 -1.3588 1.0321

HOMO level = -3.8 eV
HOMO-LUMO gap = 7.39 eV
Lowest unoccupied orbital energy = 3.5454 eV
Net charge = -1

From a Mulliken analysis of the wavefunction, the atomic charges in e read:
1. C -1.472
2. C -0.592
3. C -0.653
4. C 0.609
5. C 1.345
6. C -0.677
7. C -0.432
8. C -0.304
9. C -0.630
10. N -0.508
11. H 0.473
12. H 0.156
13. H 0.367
14. H 0.330
15. H 0.380
16. H 0.313
17. H 0.138
18. H 0.414
19. H 0.345
20. C -0.755
21. C 0.681
22. O -0.603
23. O -0.656
24. H 0.393
25. H 0.127
26. H 0.211



four.
Density functional theory data (the ωB97M-V functional and the def2-TZVPD basis) for 2 unconnected molecules or ions with the total composition C11H12NO2.

CARTESIAN COORDINATES (ANGSTROEM)
C 0.5827 0.7218 -3.2953
C 0.9912 0.0110 -0.8604
C -0.9392 0.4624 0.1170
C 0.1992 0.4811 -1.8651
C -1.0817 0.7285 -1.2682
C -1.9704 0.6907 1.0261
C -3.1709 1.1456 0.5150
C -2.2722 1.3117 -1.7161
C -3.3340 1.4682 -0.8539
N 0.2985 -0.0644 0.3148
H 0.7936 -0.3495 1.1814
H 2.0446 -0.2415 -0.8453
H -1.8118 0.6811 2.0977
H 0.0529 1.5932 -3.6838
H 0.3778 -0.1607 -3.8995
H -4.0324 1.3176 1.1542
H -2.3303 1.6142 -2.7618
H -4.3490 1.7099 -1.1408
H 1.6419 0.9585 -3.3623
C 2.4320 -2.5873 3.0050
C 2.8781 -1.2659 2.3705
O 1.9849 -0.3610 2.3650
O 4.0397 -1.1498 1.9500
H 1.7493 -3.0934 2.3178
H 1.9519 -2.3612 3.9548
H 3.2734 -3.2610 3.1829

HOMO level = -4.7 eV
HOMO-LUMO gap = 8.01 eV
Lowest unoccupied orbital energy = 3.3514 eV
Net charge = -1

From a Mulliken analysis of the wavefunction, the atomic charges in e read:
1. C -1.314
2. C -0.600
3. C -0.258
4. C 0.422
5. C 0.696
6. C -0.596
7. C -0.339
8. C -0.361
9. C -0.684
10. N 0.147
11. H 0.149
12. H 0.426
13. H 0.405
14. H 0.333
15. H 0.251
16. H 0.329
17. H 0.286
18. H 0.352
19. H 0.359
20. C -0.811
21. C 0.607
22. O -0.829
23. O -0.709
24. H 0.195
25. H 0.249
26. H 0.298



four ends up most stable, edging out the next structure by 100.5 kJ/mol.



one.
Density functional theory data (the ωB97M-V functional and the def2-TZVPD basis) for a molecular structure, CH3P.

CARTESIAN COORDINATES (ANGSTROEM)
C 0.2927 -0.0229 0.5317
P -1.0410 1.5976 -0.4760
H 0.8148 0.3163 1.3984
H 0.5567 -0.8633 -0.0712
H -1.3577 0.7039 -1.5104

HOMO level (spin up / spin down) = -9.1 / -9.0 eV
HOMO-LUMO gap (spin up / spin down) = 8.10 / 8.92 eV
Lowest unoccupied orbital energy (spin up / spin down) = -1.0258 / -0.0414 eV
Net charge = 0

From a Mulliken analysis of the wavefunction, the atomic charges in e read:
1. C -0.725
2. P 0.050
3. H 0.331
4. H 0.312
5. H 0.031



two.
Density functional theory data (the ωB97M-V functional and the def2-TZVPD basis) for 2 unconnected molecules or ions with the total composition CH3P.

CARTESIAN COORDINATES (ANGSTROEM)
C 0.3866 -0.1908 -0.8769
P -0.2074 -0.5146 1.6386
H 0.0950 -0.9902 -1.5217
H 0.1662 0.7666 -1.2333
H -0.4404 0.9289 1.9933

HOMO level (spin up / spin down) = -9.1 / -9.1 eV
HOMO-LUMO gap (spin up / spin down) = 7.91 / 8.64 eV
Lowest unoccupied orbital energy (spin up / spin down) = -1.1879 / -0.5048 eV
Net charge = 0

From a Mulliken analysis of the wavefunction, the atomic charges in e read:
1. C -0.697
2. P 0.032
3. H 0.299
4. H 0.310
5. H 0.056



one ends up most stable, edging out the next structure by 126.0 kJ/mol.